Entry 1:
# C34H48BrClO8

A cluster of 4 separate species, C34H48BrClO8 in total (ωB97M-V/def2-TZVPD, the OMol25 dataset).

Values from the calculation:
- largest force on an atom (eV/A) = 1.0
- net charge = 0
- SMILES string = CCCCO[C@H](CO[C@](Cl)(CCCOC)COO)O[C@H](Br)COC(C)=O.c1ccccc1.c1ccccc1.c1ccccc1
- E (eV) = -134976.989
- gap between HOMO and LUMO (eV) = 9.68
- HOMO energy (eV) = -9.224

Atoms and positions in Å:
C: 0.2518 0.1369 -1.6184
C: -0.4178 0.0677 -2.9939
C: -1.8438 0.6170 -2.9900
C: -2.8438 -0.2166 -2.1706
O: -3.6832 0.5721 -1.3308
C: -3.1996 0.7705 -0.0259
C: -3.5356 -0.4303 0.8749
O: -2.4164 -0.9643 1.5745
C: -2.1569 -0.5219 2.8707
Cl: -1.7788 1.2661 2.9286
C: -0.9353 -1.2871 3.3742
C: 0.3106 -1.2206 2.4835
C: 1.3217 -0.1288 2.8443
O: 1.1157 0.9751 1.9892
C: 1.7021 2.1909 2.4099
C: -3.3400 -0.7659 3.8279
O: -4.3530 0.2286 3.7864
O: -4.3802 0.8867 5.0629
O: -3.8446 1.8988 0.5096
C: -3.5898 3.1650 -0.0035
Br: -4.6913 3.6090 -1.5770
C: -2.1134 3.4935 -0.2834
O: -1.7619 4.7600 0.2991
C: -1.2908 4.6938 1.5792
C: -2.2001 5.2931 2.6037
O: -0.2417 4.1981 1.8214
H: 1.3181 -0.0975 -1.6805
H: 0.1652 1.1395 -1.1806
H: -0.2033 -0.5715 -0.9183
H: 0.1745 0.6407 -3.7147
H: -0.4224 -0.9857 -3.3073
H: -1.8445 1.6430 -2.6024
H: -2.2145 0.6815 -4.0190
H: -3.5247 -0.7472 -2.8436
H: -2.3267 -0.9898 -1.5820
H: -2.1057 0.8980 -0.0353
H: -4.3497 -0.1673 1.5559
H: -3.8898 -1.2262 0.2134
H: -0.7081 -0.9172 4.3798
H: -1.2639 -2.3307 3.4617
H: 0.0273 -1.0956 1.4356
H: 0.8263 -2.1851 2.5607
H: 1.1866 0.1837 3.8929
H: 2.3502 -0.5092 2.7339
H: 1.0493 3.0064 2.0834
H: 2.6908 2.3287 1.9502
H: 1.7877 2.2540 3.5023
H: -2.9438 -0.8010 4.8452
H: -3.8051 -1.7234 3.5665
H: -4.0164 1.7537 4.8192
H: -3.9709 3.8598 0.7442
H: -1.9261 3.5968 -1.3508
H: -1.4568 2.7249 0.1392
H: -2.9786 4.5580 2.8436
H: -2.6946 6.1917 2.2320
H: -1.6355 5.5144 3.5116
C: 0.5614 -4.1908 -4.1472
C: -0.1075 -5.1253 -4.9255
C: 0.2639 -5.3168 -6.2493
C: 1.3016 -4.5730 -6.7942
C: 1.9680 -3.6359 -6.0165
C: 1.5971 -3.4454 -4.6929
H: 0.2756 -4.0423 -3.1131
H: -0.9179 -5.7041 -4.5012
H: -0.2562 -6.0460 -6.8570
H: 1.5911 -4.7236 -7.8263
H: 2.7753 -3.0538 -6.4420
H: 2.1156 -2.7158 -4.0834
C: 3.1464 -6.4973 3.2139
C: 3.7345 -5.4145 3.8532
C: 3.7992 -4.1834 3.2151
C: 3.2763 -4.0367 1.9376
C: 2.6889 -5.1194 1.2975
C: 2.6243 -6.3501 1.9361
H: 3.0951 -7.4569 3.7120
H: 4.1440 -5.5306 4.8485
H: 4.2576 -3.3384 3.7131
H: 3.3249 -3.0757 1.4402
H: 2.2831 -5.0041 0.3005
H: 2.1676 -7.1953 1.4374
C: 2.7947 3.4177 -1.1347
C: 3.9202 3.5777 -1.9315
C: 4.2029 4.8166 -2.4906
C: 3.3592 5.8934 -2.2541
C: 2.2319 5.7318 -1.4600
C: 1.9499 4.4935 -0.8999
H: 2.5720 2.4533 -0.6950
H: 4.5773 2.7373 -2.1165
H: 5.0810 4.9430 -3.1109
H: 3.5805 6.8597 -2.6892
H: 1.5722 6.5705 -1.2774
H: 1.0702 4.3655 -0.2799

Entry 2:
# C34H48BrF10NNbO24S

A structure of composition C34H48BrF10NNbO24S in a non-equilibrium geometry (ωB97M-V/def2-TZVPD, the OMol25 dataset).

Values from the calculation:
- largest force on an atom (eV/A) = 1.6
- net charge = -1
- E (eV) = -196268.032
- gap between HOMO and LUMO (eV) = 6.18
- HOMO energy (eV) = -4.537

Atoms and positions in Å:
C: 5.5907 1.5825 0.8946
C: 4.3025 0.7743 0.8576
S: 3.6824 0.6576 -0.8306
C: 1.8877 0.3598 -0.6207
Nb: 1.2537 -1.5875 0.3805
Br: -0.5150 -1.9904 -1.5706
C: 2.7301 -2.6562 -0.9899
N: 4.0544 -2.8750 -0.3749
C: -0.4831 -0.7896 1.6280
F: -0.5364 -1.3456 2.9500
C: -0.5687 0.7149 1.8127
C: 0.5818 1.2885 2.6647
C: 0.8924 -3.7007 1.1919
F: -0.4994 -3.9576 1.0199
C: 1.2125 -4.0711 2.6339
C: 2.5967 -3.6614 3.1390
H: 6.1633 1.4401 -0.0175
H: 6.1983 1.2523 1.7354
H: 5.3984 2.6450 1.0191
H: 3.5378 1.2047 1.4977
H: 4.4920 -0.2244 1.2437
H: 1.4951 1.2692 -0.1601
H: 1.5130 0.3250 -1.6411
H: 2.4854 -1.2295 1.6502
H: 2.3152 -3.6012 -1.3478
H: 2.8067 -2.0124 -1.8705
H: 4.7744 -2.5060 -0.9812
H: 4.1352 -2.4342 0.5300
H: -1.4133 -1.1107 1.1552
H: -0.6610 1.2234 0.8558
H: -1.4961 0.9355 2.3479
H: 1.4644 0.6562 2.6534
H: 0.8601 2.2909 2.3460
H: 0.2268 1.3481 3.6897
H: 1.4169 -4.4241 0.5657
H: 1.1635 -5.1554 2.6930
H: 0.4528 -3.7105 3.3217
H: 2.5330 -2.7298 3.6956
H: 3.3186 -3.5302 2.3375
H: 2.9777 -4.4103 3.8300
C: -2.0409 -8.0645 3.5982
C: -0.9975 -7.8871 2.5186
O: -0.0124 -7.1144 3.1622
C: -0.0798 -7.3818 4.4979
O: 0.7453 -7.0970 5.2937
O: -1.2385 -8.0389 4.7821
F: -1.4805 -7.1879 1.4587
H: -2.7377 -7.2254 3.6067
H: -2.5910 -8.9984 3.5238
H: -0.5494 -8.8165 2.1623
C: 0.1052 6.6398 1.2036
C: 0.2290 5.4563 0.2683
O: -0.7297 4.5548 0.8010
C: -1.6902 5.2885 1.4073
O: -2.7574 4.8804 1.7247
O: -1.2724 6.5670 1.5994
F: 1.4535 4.8949 0.3235
H: 0.7435 6.5131 2.0783
H: 0.3153 7.5951 0.7313
H: -0.0201 5.6674 -0.7729
C: -5.7724 3.6741 3.1807
C: -5.7646 4.2837 4.5657
O: -6.6445 5.3862 4.4165
C: -7.5230 5.0879 3.4171
O: -8.5233 5.6830 3.1974
O: -7.0890 4.0146 2.7192
F: -4.5439 4.7361 4.9308
H: -5.0250 4.1393 2.5366
H: -5.6296 2.5979 3.1748
H: -6.1449 3.6303 5.3526
C: 0.6336 -3.9588 -5.0651
C: 1.6363 -2.8409 -4.9037
O: 1.8196 -2.4015 -6.2464
C: 0.6835 -2.6886 -6.9348
O: 0.4127 -2.2558 -8.0059
O: -0.0973 -3.5354 -6.2254
F: 2.8188 -3.2783 -4.4181
H: 1.1335 -4.9050 -5.2778
H: -0.0240 -4.0694 -4.2075
H: 1.2808 -2.0097 -4.2932
C: -5.4075 7.3861 0.6305
C: -4.1147 7.8811 0.0235
O: -4.4061 9.2408 -0.2471
C: -5.3562 9.6460 0.6481
O: -5.6474 10.7741 0.8547
O: -5.9063 8.5733 1.2612
F: -3.8152 7.2536 -1.1436
H: -6.1084 7.0576 -0.1372
H: -5.2659 6.5890 1.3543
H: -3.2552 7.8190 0.6913
C: 0.7756 -8.0721 -0.6896
C: 0.5653 -8.8249 -1.9826
O: 1.4729 -9.9068 -1.8548
C: 1.6412 -10.1547 -0.5254
O: 2.1313 -11.1358 -0.0790
O: 1.1526 -9.1275 0.2121
F: 0.8907 -8.0929 -3.0725
H: 1.5907 -7.3524 -0.7713
H: -0.1176 -7.5651 -0.3402
H: -0.4418 -9.2231 -2.1187
C: -6.6849 6.2600 -3.1492
C: -6.8707 5.4018 -4.3821
O: -5.8972 4.3954 -4.1996
C: -5.6811 4.2532 -2.8578
O: -5.1161 3.3503 -2.3515
O: -6.2274 5.3048 -2.1893
F: -6.6092 6.0801 -5.5255
H: -5.9141 7.0156 -3.3099
H: -7.6000 6.7367 -2.8079
H: -7.8544 4.9373 -4.4684
C: 9.3323 1.4290 -2.7184
C: 9.4464 0.1929 -3.5853
O: 8.5069 -0.6779 -2.9983
C: 7.5411 0.0858 -2.3946
O: 6.4947 -0.3084 -2.0246
O: 7.9699 1.3744 -2.3002
F: 10.6822 -0.3661 -3.5240
H: 9.9877 1.3550 -1.8491
H: 9.5316 2.3551 -3.2505
H: 9.1857 0.3480 -4.6337

Entry 3:
# C34H48ClCuN3O4P2

A structure of composition C34H48ClCuN3O4P2 (ωB97M-V/def2-TZVPD, the OMol25 dataset).

Values from the calculation:
- largest force on an atom (eV/A) = 0.9
- net charge = -2
- E (eV) = -124431.636
- gap between HOMO and LUMO (spin up / spin down) (eV) = 5.69 / 5.36
- relative energy (zero: lowest compared OMol25 entry of this formula, charge and spin) (kcal/mol) = 0.0
- HOMO energy (spin up / spin down) (eV) = -1.201 / -0.873
- ⟨S²⟩ = 0.7624
- multiplicity = 2

Atoms and positions in Å:
Cu: -0.7109 -0.3158 0.6802
C: -1.5715 1.7785 -3.9689
C: -0.0427 1.7720 -4.1095
C: 0.3869 0.7304 -5.1459
P: 0.8598 1.3509 -2.5119
C: 2.5676 2.0842 -2.9273
C: 2.6566 3.3242 -3.8131
C: 3.3304 2.3423 -1.6272
C: 0.2551 2.6775 -1.3816
C: -0.2091 3.9191 -1.8060
C: -0.5672 4.9133 -0.9051
C: -0.4706 4.6586 0.4560
C: -0.0298 3.4282 0.9057
C: 0.3425 2.4091 0.0122
N: 0.7577 1.1589 0.4452
C: 1.7625 0.9983 1.3408
C: 2.6192 2.0471 1.7799
C: 3.6140 1.8301 2.7108
C: 3.8277 0.5656 3.2536
C: 3.0684 -0.4918 2.7668
C: 2.0792 -0.3186 1.8069
P: 1.1683 -1.6935 1.0040
C: 2.4972 -2.5794 0.0335
C: 3.0192 -1.6010 -1.0227
C: 3.6541 -3.1901 0.8153
C: 0.8941 -2.8843 2.4176
C: 0.0197 -2.2414 3.4952
C: 0.2145 -4.1301 1.8408
H: -2.0223 2.3610 -4.7790
H: -1.8961 2.1983 -3.0181
H: -1.9611 0.7601 -4.0245
H: 0.2741 2.7571 -4.4548
H: 0.1641 -0.2789 -4.7923
H: 1.4634 0.7770 -5.3350
H: -0.1319 0.8915 -6.0972
H: 3.0634 1.2534 -3.4432
H: 2.0910 4.1528 -3.3777
H: 2.2953 3.1429 -4.8274
H: 3.7033 3.6391 -3.8922
H: 2.9780 3.2638 -1.1580
H: 4.4019 2.4455 -1.8284
H: 3.1933 1.5322 -0.9120
H: -0.2684 4.1418 -2.8657
H: -0.9136 5.8772 -1.2612
H: -0.7410 5.4278 1.1717
H: 0.0042 3.2184 1.9676
H: 2.4880 3.0388 1.3682
H: 4.2386 2.6616 3.0241
H: 4.5705 0.4057 4.0261
H: 3.2536 -1.4843 3.1641
H: 1.9501 -3.3671 -0.4865
H: 3.6218 -0.8191 -0.5503
H: 2.1843 -1.1308 -1.5488
H: 3.6432 -2.1244 -1.7534
H: 4.2098 -2.4215 1.3555
H: 4.3441 -3.6697 0.1134
H: 3.3185 -3.9494 1.5244
H: 1.8519 -3.1596 2.8698
H: -0.9112 -1.8746 3.0637
H: 0.5292 -1.3908 3.9540
H: -0.2176 -2.9720 4.2763
H: -0.6510 -3.8379 1.2407
H: -0.1223 -4.7956 2.6416
H: 0.8830 -4.6897 1.1824
O: -1.4300 -4.9673 -2.2433
Cl: -0.3243 -4.0774 -2.5422
O: 0.8967 -4.8404 -2.6546
O: -0.5925 -3.3941 -3.7878
O: -0.1942 -3.1098 -1.4769
C: -4.0992 -2.7343 1.9389
C: -4.3215 -1.3863 2.5651
C: -5.4324 -1.1209 3.3417
C: -5.6436 0.1220 3.9376
C: -4.6785 1.1116 3.7396
C: -3.5490 0.9002 2.9754
C: -2.5108 1.9655 2.7709
C: -3.3329 -0.3666 2.3276
N: -2.2856 -0.5948 1.5743
H: -4.8513 -3.4502 2.2775
H: -3.1054 -3.1211 2.1841
H: -4.1425 -2.6736 0.8466
H: -6.1608 -1.9156 3.4877
H: -6.5219 0.3137 4.5429
H: -4.8125 2.0877 4.2001
H: -2.7756 2.8790 3.3091
H: -2.3978 2.1964 1.7078
H: -1.5293 1.6187 3.1150
C: -3.1264 -2.0477 -1.9958
C: -2.3054 -0.9081 -1.6305
N: -1.6696 0.0013 -1.3330
H: -2.6177 -2.9653 -1.7000
H: -3.2742 -2.0660 -3.0747
H: -4.0866 -1.9794 -1.4863

Entry 4:
# C34H48CoN2O5SSb2Si2

A structure of composition C34H48CoN2O5SSb2Si2 in a non-equilibrium geometry (ωB97M-V/def2-TZVPD, the OMol25 dataset).

Values from the calculation:
- largest force on an atom (eV/A) = 1.1
- net charge = -2
- E (eV) = -126550.647
- gap between HOMO and LUMO (spin up / spin down) (eV) = 6.25 / 6.05
- relative energy (zero: lowest compared OMol25 entry of this formula, charge and spin) (kcal/mol) = 11.3
- HOMO energy (spin up / spin down) (eV) = -1.889 / -1.696
- ⟨S²⟩ = 0.8401
- multiplicity = 2

Atoms and positions in Å:
Co: -0.8732 -0.4768 0.2355
C: -0.0947 1.8809 2.8068
Si: -1.4769 0.8351 2.0215
C: -2.8882 2.1344 1.8547
C: -2.1741 -0.1865 3.4987
C: -2.5843 0.3166 4.7361
C: -3.0854 -0.5199 5.7250
C: -3.1849 -1.8865 5.4898
C: -2.7778 -2.4036 4.2668
C: -2.2717 -1.5726 3.2648
Si: -1.5924 -2.1036 1.5642
C: -2.9754 -3.1803 0.7761
C: -0.2083 -3.3506 1.9824
H: -0.5009 2.5636 3.5637
H: 0.4526 2.4579 2.0584
H: 0.6334 1.2280 3.2935
H: -3.0480 2.6085 2.8308
H: -3.8294 1.6640 1.5570
H: -2.6596 2.9321 1.1438
H: -2.5099 1.3832 4.9353
H: -3.3976 -0.1117 6.6817
H: -3.5738 -2.5430 6.2622
H: -2.8499 -3.4752 4.0951
H: -3.2740 -4.0075 1.4315
H: -2.6285 -3.6103 -0.1698
H: -3.8581 -2.5688 0.5685
H: -0.6008 -4.2474 2.4788
H: 0.5117 -2.8779 2.6541
H: 0.3239 -3.6510 1.0758
C: 3.8500 -1.0209 -2.9787
Sb: 2.1765 0.1307 -2.2665
C: 3.1406 2.0349 -2.7053
C: 1.0489 -0.0251 -4.1853
C: 0.9199 1.3123 -4.7940
C: 1.9082 1.7901 -5.6607
C: 1.8924 3.0829 -6.1533
C: 0.8704 3.9443 -5.7806
C: -0.1267 3.4825 -4.9357
C: -0.1382 2.1781 -4.4360
C: -1.2831 1.7611 -3.5641
Sb: -1.1628 1.6858 -1.3494
C: -0.3982 3.7082 -1.2054
C: -3.2450 2.2740 -1.3908
H: 3.5227 -2.0504 -3.1222
H: 4.6191 -0.9942 -2.2073
H: 4.2389 -0.6072 -3.9117
H: 3.9233 1.9546 -3.4630
H: 3.5692 2.3698 -1.7593
H: 2.4076 2.7710 -3.0401
H: 0.0861 -0.4573 -3.9156
H: 1.5863 -0.7341 -4.8180
H: 2.7234 1.1236 -5.9235
H: 2.6824 3.4209 -6.8146
H: 0.8459 4.9645 -6.1455
H: -0.9346 4.1486 -4.6497
H: -1.6807 0.7817 -3.8456
H: -2.0883 2.4839 -3.7070
H: -1.1401 4.4285 -1.5548
H: 0.4997 3.7931 -1.8184
H: -0.1318 3.9270 -0.1711
H: -3.3226 3.3385 -1.6222
H: -3.7460 2.0541 -0.4552
H: -3.7132 1.6855 -2.1791
C: -4.0308 -2.4218 -3.2078
N: -2.6178 -2.4887 -2.9021
C: -1.8096 -3.4672 -3.4058
C: -0.5221 -3.5369 -3.0576
C: 0.0341 -2.5627 -2.1107
O: 1.2278 -2.6085 -1.8193
N: -0.8222 -1.6174 -1.5917
C: -2.1144 -1.5716 -1.9717
O: -2.9092 -0.7309 -1.5318
H: -4.2691 -3.2072 -3.9249
H: -4.2881 -1.4518 -3.6325
H: -4.6241 -2.5587 -2.3032
H: -2.2812 -4.1594 -4.0930
H: 0.1377 -4.2983 -3.4446
C: 4.2688 -0.8598 6.8489
C: 3.8661 -0.5629 5.4277
C: 3.9615 0.7219 4.9084
C: 3.5972 0.9924 3.5939
C: 3.1348 -0.0279 2.7828
C: 3.0282 -1.3174 3.2886
C: 3.3913 -1.5785 4.5988
S: 2.6333 0.2896 1.0937
O: 2.6508 1.7367 0.9481
O: 3.6424 -0.3900 0.2891
O: 1.3039 -0.3159 1.0255
H: 4.2913 0.0506 7.4496
H: 5.2637 -1.3118 6.8942
H: 3.5719 -1.5567 7.3180
H: 4.3096 1.5295 5.5449
H: 3.6422 1.9948 3.1882
H: 2.6399 -2.1013 2.6507
H: 3.2881 -2.5847 4.9922